(1)
C6H14O | wB97M-V/def2-TZVPD

The total charge is 0. The spin multiplicity is 1. As for the gap between HOMO and LUMO: 0.3812 Eh. As for the LUMO energy: 0.0266 hartree. The calculation puts the energy relative to the best compared isomer or geometry (same formula, charge and spin) at 100.7 kJ/mol. The calculation puts the total energy at -312.216690 a.u.

Geometry as XYZ:
```
21
Properties=species:S:1:pos:R:3:forces:R:3:lowdin_charge:R:1
C 1.153 -2.148 2.365 0.11 0.67 0.08 -0.109
C 1.032 -1.574 0.959 -0.14 0.20 -0.27 -0.275
C 1.093 -0.050 0.882 0.18 0.35 0.51 -0.222
C -0.033 0.678 1.646 -0.16 -0.61 -0.32 -0.213
C -1.912 1.309 0.112 -0.24 -0.23 0.10 -0.007
C -1.360 0.458 0.969 0.09 0.58 -0.09 -0.198
H 0.408 -1.748 3.060 -0.17 -0.34 -0.22 0.062
H 2.105 -1.816 2.788 0.12 -0.26 -0.02 0.076
H 1.119 -3.234 2.340 -0.04 -0.06 0.19 0.069
H 1.861 -1.960 0.371 0.10 -0.12 -0.16 0.100
H 0.126 -1.906 0.450 -0.12 -0.18 0.13 0.099
H 1.064 0.288 -0.153 0.02 -0.09 -0.15 0.106
H 2.057 0.276 1.287 0.00 0.03 0.03 0.107
H 0.186 1.742 1.748 -0.02 -0.03 -0.12 0.110
H -0.099 0.252 2.642 0.09 0.15 0.31 0.089
H -1.466 2.265 -0.150 -0.01 -0.13 0.04 0.060
H -2.869 1.049 -0.330 0.08 0.21 -0.11 0.048
H -1.903 -0.456 1.183 0.11 -0.14 0.06 0.098
H -1.109 1.208 -5.466 0.01 -0.05 0.05 0.030
H 0.332 0.711 -5.295 -0.06 -0.03 0.03 0.030
O -0.202 1.379 -5.733 0.05 0.08 -0.07 -0.060
```
Positions in Å, forces in eV/Å.

(2)
C6H14O | wB97M-V/def2-TZVPD

The total charge is 0. The spin multiplicity is 1. As for the gap between HOMO and LUMO: 0.3570 Eh. As for the LUMO energy: 0.0379 hartree. The calculation puts the energy relative to the best compared isomer or geometry (same formula, charge and spin) at 212.1 kJ/mol. The calculation puts the total energy at -312.174256 a.u.

Geometry as XYZ:
```
21
Properties=species:S:1:pos:R:3:forces:R:3:lowdin_charge:R:1
C -1.176 1.920 1.188 -0.95 0.66 0.80 -0.138
C -0.177 0.850 1.670 -0.12 -0.15 -2.10 -0.213
C 0.981 0.540 0.686 -0.54 1.22 1.78 -0.311
C 1.249 1.496 -0.207 0.86 -0.57 -0.18 0.021
C 1.930 -0.523 1.254 -0.46 0.50 -1.90 -0.209
C 2.952 -0.933 0.197 2.10 -0.48 0.64 -0.123
H -0.878 2.915 1.522 0.11 0.09 -0.28 0.066
H -1.463 1.972 0.140 0.96 -0.27 -0.38 0.069
H -2.201 1.812 1.591 0.56 -0.35 0.62 0.068
H -0.759 -0.079 1.670 0.35 -0.08 0.87 0.110
H 0.317 1.138 2.589 -0.53 -0.30 0.68 0.108
H 1.000 2.516 0.061 -1.01 -0.06 -0.80 0.066
H 1.892 1.351 -1.066 0.49 0.10 0.33 0.053
H 2.469 0.044 2.009 0.04 0.00 0.29 0.114
H 1.374 -1.301 1.784 0.24 -0.24 -0.39 0.108
H 3.449 -0.070 -0.263 -0.85 0.18 -0.23 0.064
H 3.887 -1.337 0.647 -0.76 -0.40 0.21 0.073
H 2.676 -1.649 -0.574 -0.47 0.16 0.05 0.072
H -4.033 -3.143 -4.446 -0.11 0.10 0.18 0.032
H -5.371 -2.414 -4.274 0.52 -0.19 0.36 0.041
O -4.581 -2.704 -3.781 -0.41 0.08 -0.54 -0.073
```
Positions in Å, forces in eV/Å.